#a
This record from the OMol25 dataset describes C5H7N3O2S as an isolated structure. The level of theory is wB97M-V/def2-TZVPD.

## Properties
LUMO level (spin up / spin down) in eV: -1.02 / -1.04
HOMO energy (spin up / spin down) in eV: -8.067 / -8.070
HOMO-LUMO gap (spin up / spin down) in Eh: 0.2589 / 0.2583

Positions of all 18 atoms, in Å:
C: -1.97178 1.08558 0.05126
C: -1.03188 0.32769 -0.10390
C: 3.29225 -1.23853 -0.19184
C: 1.98301 -1.64983 0.41287
C: -3.03648 2.07138 0.32744
N: 3.57316 -0.07342 -0.52081
N: 0.96461 -0.65576 0.60828
N: -0.00623 -0.43552 -0.31184
O: 1.70296 1.43771 -1.32949
O: 2.99447 2.18971 0.74804
S: 2.37562 1.12853 -0.03143
H: 3.95652 -2.02015 -0.39193
H: 1.63329 -2.63438 -0.09168
H: 2.32123 -1.91171 1.54348
H: -4.06395 1.92715 0.13159
H: -2.73409 2.15940 1.30196
H: -2.92051 3.02855 -0.18580
H: -0.06848 -1.00583 -1.13817

Mulliken population analysis, charges in e, atoms 1 to 2:
1 C 0.033
2 C 0.390

---

#b
This record from the OMol25 dataset describes C5H7N3O2S in the gas phase. The level of theory is wB97M-V/def2-TZVPD.

## Properties
Structure (SMILES): [H]/N=N/C1=C([N+](=O)[O-])C[C@@H](C)S1
LUMO level in eV: -0.85
HOMO energy in eV: -8.506
HOMO-LUMO gap in Eh: 0.2813

Positions of all 18 atoms, in Å:
H: -3.30372 2.33801 -0.99578
N: -2.78188 2.16005 -0.20505
N: -1.85546 1.36341 -0.36837
C: -0.87435 0.97488 0.34745
C: -0.62466 -0.56350 0.58303
N: -1.43212 -1.32439 -0.14553
O: -2.42878 -0.75578 -0.70928
O: -1.06747 -2.50953 -0.33582
C: 0.67895 -0.77791 1.25319
C: 1.55946 0.22814 0.56471
C: 1.76230 -0.14574 -0.93705
S: 0.63290 1.79262 0.52343
H: 0.79320 -0.66295 2.26039
H: 1.10451 -1.71880 0.76300
H: 2.41343 0.31805 1.07696
H: 0.85364 -0.57776 -1.28770
H: 2.54955 -0.84713 -0.90572
H: 2.02050 0.70833 -1.48186

Mulliken population analysis, charges in e, atoms 1 to 2:
1 H 0.262
2 N -0.737

---

#c
This record from the OMol25 dataset describes C5H7N3O2S as an isolated structure. The level of theory is wB97M-V/def2-TZVPD.

## Properties
LUMO level in eV: 0.07
HOMO energy in eV: -8.587
HOMO-LUMO gap in Eh: 0.3181

Positions of all 18 atoms, in Å:
C: -3.57179 0.90688 0.48887
C: -1.74634 -0.45703 -0.15359
C: 0.42646 0.18713 -0.04034
C: 1.59365 1.01208 -0.03309
C: 1.58286 2.49890 -0.08534
H: -2.93407 1.68468 0.55746
H: -3.75144 0.36998 1.53983
H: -4.37700 1.34186 0.00540
H: 3.13100 -1.45030 -0.13921
H: 2.69374 2.87306 0.21990
H: 0.85823 2.85359 0.51634
H: 1.35680 3.05586 -1.12184
N: -0.74729 0.60224 -0.13601
N: 2.58373 -0.93336 0.16872
N: 2.76451 0.44450 0.09558
O: -2.92360 0.00825 -0.49226
O: -1.33846 -1.60851 -0.05173
S: 0.95022 -1.47550 0.05106

Mulliken population analysis, charges in e, atoms 1 to 2:
1 C -0.748
2 C 0.729

---

Quick one: least stable of them? #b

---

#a
This record from the OMol25 dataset describes a 11-piece molecular cluster, C4H31N2O10 overall. The level of theory is wB97M-V/def2-TZVPD.

## Properties
Charge: +1
LUMO level in eV: -2.74
HOMO energy in eV: -10.816
HOMO-LUMO gap in Eh: 0.2970

Positions of all 47 atoms, in Å:
C: -0.52478 -3.01872 -2.50768
C: 0.12561 -1.83447 -3.30180
C: -0.20086 -0.49223 -2.85138
C: 0.68033 0.53561 -2.70993
N: 0.17248 1.79701 -2.47031
N: -0.49295 -2.60872 -1.05769
H: 0.09732 -3.90786 -2.58350
H: -1.56039 -2.96807 -2.87621
H: 1.19704 -2.19789 -3.43163
H: -0.13344 -1.94748 -4.38160
H: -1.19667 -0.42934 -2.42737
H: 1.76128 0.38468 -2.72035
H: -0.80319 1.92173 -2.22297
H: 0.75221 2.52023 -2.05577
H: 0.34247 -2.97187 -0.52491
H: -0.56211 -1.57265 -1.06579
H: -1.29215 -3.04482 -0.61610
H: 0.96394 -1.58426 3.21668
H: 0.00439 -1.91563 4.37418
O: 0.49428 -1.19518 3.96151
H: 1.60984 1.67597 1.57585
H: 2.56558 2.64415 2.21172
O: 2.30337 2.30354 1.34806
H: -3.93929 -1.15180 0.32966
H: -2.98171 -0.12677 -0.29450
O: -3.02528 -1.04411 0.04046
H: 1.04275 2.48109 3.70292
H: 0.62674 1.05048 4.01751
O: 1.31365 1.55624 3.55223
H: 0.98784 4.26349 -0.33411
H: 1.88146 3.12874 0.21634
O: 1.36275 3.40282 -0.55485
H: 1.97130 -1.29936 0.58976
H: 2.70063 -2.08510 -0.41907
O: 1.96644 -2.21136 0.19492
H: 2.23180 0.92768 -0.94063
H: 3.11447 0.53343 0.17599
O: 2.55126 0.12334 -0.50572
H: -1.51567 1.17652 2.32749
H: -2.01008 2.23396 1.51214
O: -2.11329 1.93816 2.43258
H: -1.69265 -1.62345 1.42584
H: -0.23849 -1.45976 2.05695
O: -0.74469 -1.84856 1.33998
H: -4.52680 1.97810 -0.23840
H: -3.02159 1.93696 -0.77873
O: -3.67584 1.52897 -0.20152

Mulliken population analysis, charges in e, atoms 1 to 2:
1 C -0.695
2 C -0.594

---

#b
This record from the OMol25 dataset describes a 11-piece molecular cluster, C4H31N2O10 overall. The level of theory is wB97M-V/def2-TZVPD.

## Properties
Charge: +1
LUMO level in eV: -2.72
HOMO energy in eV: -11.375
HOMO-LUMO gap in Eh: 0.3179

Positions of all 47 atoms, in Å:
C: 3.85572 1.83879 1.27873
C: 2.56764 2.39499 0.53459
C: 1.78610 1.20571 -0.10490
C: 1.45118 1.42177 -1.38136
N: 0.74754 0.57822 -2.41166
N: 1.30180 0.18152 0.67856
H: 3.76250 0.99364 1.83487
H: 4.20232 2.63847 1.94524
H: 4.65780 1.73354 0.53579
H: 2.86346 3.14405 -0.22815
H: 1.89188 2.77520 1.28447
H: 1.77432 2.29766 -1.87910
H: 1.67768 0.00590 -2.80386
H: 0.02176 -0.09596 -1.96059
H: 0.51771 1.13497 -3.19797
H: 0.44880 -0.25698 0.55814
H: 1.76920 0.07212 1.60806
H: -1.37142 4.39228 -2.60108
H: -1.19117 2.82574 -2.53662
O: -0.78459 3.61198 -2.34906
H: 0.91653 -4.20071 1.34217
H: 0.67700 -4.51021 2.88755
O: 0.45356 -3.96486 2.11986
H: 2.54505 -1.69031 -2.31683
H: 3.11346 -1.56261 -3.77650
O: 2.91421 -1.04732 -2.92834
H: -2.27531 -0.64986 -2.66440
H: -2.44437 0.17690 -4.01932
O: -1.86007 -0.24962 -3.39109
H: -0.60077 -2.54655 -0.24434
H: -0.90304 -2.76401 -1.59613
O: -0.36599 -2.26192 -1.05905
H: -0.39626 0.65590 3.00832
H: 0.49442 0.25257 4.23817
O: 0.31646 0.14686 3.35840
H: -2.97891 -3.70897 1.06646
H: -1.88331 -3.26430 1.83666
O: -2.56305 -2.90758 1.29779
H: -1.01628 3.52067 -0.04348
H: -0.84384 2.02813 -0.17575
O: -1.08183 2.66557 0.52102
H: -3.42074 -1.21593 3.69576
H: -2.29233 -0.06553 3.40646
O: -2.64537 -0.69719 4.04061
H: -4.48784 -1.61076 -0.00550
H: -2.94799 -1.35020 0.38370
O: -3.70702 -1.00099 -0.28676

Mulliken population analysis, charges in e, atoms 1 to 2:
1 C -1.319
2 C -0.541

---

Quick one: least stable of them? #b

---

#a
This record from the OMol25 dataset describes a 5-piece molecular cluster, C4H17NO3 overall. The level of theory is wB97M-V/def2-TZVPD.

## Properties
LUMO level in eV: -4.17
HOMO energy in eV: -8.656
HOMO-LUMO gap in Eh: 0.1649

Positions of all 25 atoms, in Å:
C: -1.00644 -1.44044 0.12071
C: -0.04680 -0.36629 0.63685
C: 0.16204 0.63346 -0.47300
C: 1.39874 1.51794 -0.26099
N: 1.16806 -0.87998 1.25909
H: -1.73702 -0.91869 -0.49287
H: -1.51471 -2.04501 0.88297
H: -0.33751 -2.02974 -0.61835
H: -0.63151 0.20291 1.43482
H: -0.82965 1.13305 -0.53642
H: 0.18997 0.15588 -1.49730
H: 2.15835 1.00744 0.31768
H: 1.17760 2.43123 0.29673
H: 1.74153 1.86380 -1.24109
H: 1.41505 -1.73391 0.74773
H: 0.62886 -1.88846 -1.40932
H: 3.47364 -1.37556 -2.02625
H: 2.21449 -1.18021 -1.41047
O: 3.08182 -0.72328 -1.42209
H: -2.70018 1.10527 0.57905
H: -1.99753 2.56076 1.70137
O: -1.49184 1.90987 1.19670
H: -4.08695 0.85498 -0.14365
H: 0.87612 -1.19109 2.18156
O: -3.30614 0.39608 0.17652

Mulliken population analysis, charges in e, atoms 1 to 2:
1 C -0.612
2 C -0.207

---

#b
This record from the OMol25 dataset describes a 4-piece molecular cluster, C4H17NO3 overall. The level of theory is wB97M-V/def2-TZVPD.

## Properties
Structure (SMILES): CCCNC.O.O.O
LUMO level in eV: 0.50
HOMO energy in eV: -9.453
HOMO-LUMO gap in Eh: 0.3657

Positions of all 25 atoms, in Å:
C: 1.31119 0.68911 2.62002
C: 0.83860 0.33864 1.19936
C: 0.24639 -1.06913 1.14922
N: -0.64194 -1.19957 -0.00605
C: -1.07988 -2.59823 -0.18021
H: 0.50687 1.04438 3.25986
H: 1.73723 -0.20706 3.06959
H: 2.12064 1.41649 2.67749
H: -0.04720 0.95280 0.97449
H: 1.62774 0.55167 0.48226
H: 1.02101 -1.81489 0.96498
H: -0.24200 -1.27377 2.09773
H: -1.42877 -0.59497 0.22091
H: -2.06376 -2.61150 -0.62890
H: -0.44557 -3.05106 -0.95220
H: -1.13645 -3.12704 0.77562
O: 2.21418 1.37311 -2.96302
H: 1.40965 0.83638 -2.97522
H: 2.87644 0.69961 -2.75931
O: -1.35029 3.33983 -0.30563
H: -0.44012 3.67119 -0.42540
H: -1.25111 2.49815 0.17033
O: -1.85769 -0.04403 -3.18762
H: -1.22998 0.32292 -2.55929
H: -2.69517 -0.14301 -2.71902

Mulliken population analysis, charges in e, atoms 1 to 2:
1 C -1.289
2 C 0.618

---

Quick one: least stable of them? #a

---

#a
This record from the OMol25 dataset describes a 4-piece molecular cluster, C4H17NO3 overall. The level of theory is wB97M-V/def2-TZVPD.

## Properties
Structure (SMILES): CC(C)CN.O.O.O
LUMO level in eV: 0.76
HOMO energy in eV: -9.205
HOMO-LUMO gap in Eh: 0.3663

Positions of all 25 atoms, in Å:
C: 2.12104 0.72611 -0.22597
C: 0.73909 0.91189 -1.03628
C: 0.83812 2.00332 -2.13865
C: 0.29704 -0.39032 -1.70175
N: -0.75146 -1.05123 -0.97176
H: 3.08079 1.01779 -0.72271
H: 2.31604 -0.41033 -0.09893
H: 1.96194 1.20598 0.72917
H: -0.08147 1.17474 -0.10522
H: 1.51461 2.72951 -1.85600
H: 1.15756 1.51574 -3.06478
H: -0.10281 2.47771 -2.38310
H: 1.20150 -1.02034 -2.02937
H: -0.07191 -0.16068 -2.71422
H: -0.38759 -1.42703 -0.04307
H: -1.24395 -1.90493 -1.52753
O: -1.55908 -0.52851 3.65190
H: -1.96436 -1.39193 3.91967
H: -2.12920 -0.04692 3.16619
O: 0.53130 -2.35913 2.22844
H: 0.21845 -1.65515 2.77052
H: 0.84085 -3.16916 2.66405
O: -2.98669 0.53412 0.87810
H: -3.39989 0.87660 0.10223
H: -2.13990 0.34213 0.50906

Mulliken population analysis, charges in e, atoms 1 to 2:
1 C -1.259
2 C 1.177

---

#b
This record from the OMol25 dataset describes a 4-piece molecular cluster, C4H17NO3 overall. The level of theory is wB97M-V/def2-TZVPD.

## Properties
Structure (SMILES): CC[C@H](C)N.O.O.O
LUMO level in eV: 0.27
HOMO energy in eV: -9.581
HOMO-LUMO gap in Eh: 0.3618

Positions of all 25 atoms, in Å:
C: 2.45427 -0.17944 -1.65978
C: 1.07107 0.51425 -1.41882
C: -0.11990 -0.47387 -1.50136
C: -1.35231 0.36421 -1.75225
N: -0.21605 -1.25263 -0.21406
H: 2.38871 -1.08162 -0.89015
H: 2.57006 -0.39688 -2.81352
H: 3.24144 0.48771 -1.35698
H: 0.94476 1.30799 -2.16334
H: 1.00326 1.14083 -0.54427
H: -0.04206 -1.31176 -2.31324
H: -1.74539 0.30975 -2.75231
H: -2.25475 -0.06232 -1.15024
H: -1.32449 1.41656 -1.61100
H: -0.75947 -2.07011 -0.54399
H: -0.62436 -0.79386 0.49298
O: -2.66278 1.95734 0.27133
H: -2.23168 1.27970 0.88794
H: -3.01762 2.78895 0.67434
O: 0.45794 1.52912 2.74881
H: 0.39920 1.65193 1.84226
H: -0.11933 2.10249 3.17780
O: 0.76308 -2.78040 2.51935
H: 1.62108 -3.05067 2.26125
H: 0.67833 -1.94973 1.97809

Mulliken population analysis, charges in e, atoms 1 to 2:
1 C -1.064
2 C -0.548

---

Quick one: least stable of them? #b